1.
Here is an isolated ion of composition C27H16N5O8 and charge -1 from the OMol25 dataset. Energies are from ωB97M-V with the def2-TZVPD basis set.

Last column: natural (NBO) charge in e.
Element x y z (Å)
C -3.95913 2.71095 0.73775  -0.218
C -2.85290 3.06828 1.50595  -0.231
C -1.68596 2.30267 1.44512  -0.205
C -1.57585 1.20229 0.59967  0.090
C -0.26272 0.36734 0.37465  -0.390
C 0.96202 0.79201 1.27112  0.714
C 2.35349 0.23097 1.04613  -0.243
C 2.68023 -0.72093 0.07859  -0.160
C 3.95842 -1.25332 -0.05042  -0.223
C 4.94883 -0.87869 0.85888  -0.187
C 4.64485 0.05741 1.85690  -0.259
C 3.37370 0.63116 1.93187  -0.096
O 0.82370 1.53776 2.23271  -0.574
C -0.48230 -1.12114 0.80863  0.617
C -1.85355 -1.70607 1.06519  -0.054
C -2.68694 -1.21222 2.06717  -0.217
C -3.90229 -1.84452 2.34742  -0.222
C -4.27524 -2.98118 1.61691  -0.215
C -3.40077 -3.52235 0.66817  -0.229
C -2.16041 -2.93154 0.45262  -0.172
O 0.45367 -1.86725 1.04702  -0.521
C -2.68657 0.86880 -0.18156  -0.249
C -3.88162 1.58548 -0.09650  -0.220
H -4.87356 3.30352 0.76258  0.202
H -2.86367 3.95710 2.13629  0.207
H -0.85825 2.57506 2.08922  0.254
H 1.88823 -1.10462 -0.56294  0.259
H 4.15003 -1.97945 -0.84363  0.224
H 5.94481 -1.32074 0.78871  0.207
H 5.40555 0.34337 2.58553  0.206
H 3.15098 1.38103 2.69092  0.219
H -2.38503 -0.31277 2.60483  0.222
H -4.55011 -1.44497 3.13186  0.208
H -5.24086 -3.45481 1.79965  0.203
H -3.65852 -4.41150 0.08952  0.211
H -1.44047 -3.41357 -0.20239  0.251
H -2.61509 0.03149 -0.88213  0.252
H -4.73086 1.26828 -0.70822  0.209
O 4.54277 0.80788 -3.99025  -0.400
N 3.51549 0.24185 -3.66465  0.423
C 2.36196 0.57510 -2.98035  -0.056
C 1.58838 -0.59631 -2.86282  0.129
N 2.19132 -1.64471 -3.53467  -0.168
O 3.33602 -1.11381 -4.04127  -0.180
C 0.52471 -0.67155 -1.91608  -0.123
N -0.36094 -1.79923 -1.85000  0.476
O -1.59883 -1.57101 -1.83001  -0.490
O 0.10409 -2.96103 -1.79527  -0.430
C 0.07739 0.54436 -1.07405  -0.239
C 1.00411 1.69750 -1.31351  0.111
N 0.86877 2.98505 -0.81241  0.380
O 0.03526 3.56905 -0.14372  -0.402
O 2.01270 3.70310 -1.29840  -0.175
N 2.72115 2.95780 -2.20379  -0.079
C 2.05883 1.73532 -2.22457  0.091
H -0.83902 0.80736 -1.62798  0.263

Atoms 1-2, force components in eV/Å:
C 0.0 -0.2 -0.2
C -0.1 -0.4 -0.3

Its HOMO energy is -4.6 eV. For the HOMO-LUMO gap, the calculation gives 6.6 eV. The total energy is -1913.83543 Ha. As for the structure (SMILES): O=C(c1ccccc1)C(C(=O)c1ccccc1)(c1ccccc1)[C@@H]1C(=[N+]([O-])[O-])c2no[n+]([O-])c2-c2no[n+]([O-])c21. Its total charge is -1. The LUMO energy is 2.037 eV. The calculation puts the max |F| at 4.16 eV Å⁻¹.

***

2.
Here is a 8-piece molecular cluster, C7H28FN14O7 overall from the OMol25 dataset. Energies are from ωB97M-V with the def2-TZVPD basis set.

Last column: natural (NBO) charge in e.
Element x y z (Å)
F 6.52256 -12.53474 -2.23596  -0.889
C 12.21436 -14.60372 -2.64867  0.753
O 12.95500 -15.42756 -3.16031  -0.666
N 12.01733 -14.58351 -1.32629  -0.851
N 11.36076 -13.81226 -3.30086  -0.825
H 12.48674 -15.28315 -0.77765  0.401
H 11.52995 -13.85366 -0.83081  0.409
H 10.88438 -13.21065 -2.68685  0.369
H 11.76036 -13.28644 -4.08544  0.396
C 3.83108 -13.49627 -4.64857  0.756
O 2.79749 -14.09970 -4.89515  -0.703
N 4.37525 -13.59337 -3.46864  -0.860
N 4.33554 -12.67853 -5.61487  -0.871
H 5.18038 -13.07889 -3.21370  0.415
H 4.28824 -14.49410 -3.05594  0.402
H 5.27435 -12.25327 -5.51363  0.411
H 3.85788 -12.88969 -6.46675  0.407
C 3.99952 -9.78217 -1.34554  0.768
O 3.24363 -8.88780 -1.02010  -0.661
N 3.84582 -10.64302 -2.38139  -0.842
N 5.12091 -10.04840 -0.63620  -0.845
H 2.92656 -10.75450 -2.75016  0.400
H 4.26265 -11.52960 -2.08022  0.398
H 5.84045 -10.54843 -1.08184  0.390
H 5.42115 -9.25439 -0.11707  0.388
C 5.72641 -15.65763 0.80889  0.768
O 5.14633 -16.15362 1.79123  -0.663
N 6.69815 -16.21509 0.03152  -0.853
N 5.23452 -14.47309 0.21024  -0.895
H 7.24341 -15.52466 -0.42518  0.414
H 6.93471 -17.18924 0.28211  0.415
H 5.27871 -14.25324 -0.77766  0.409
H 4.60894 -13.91780 0.78533  0.401
C 7.41878 -10.21661 -4.83453  0.769
O 8.14776 -9.71967 -5.66163  -0.672
N 7.10045 -11.53060 -4.78594  -0.905
N 6.99117 -9.56460 -3.77081  -0.833
H 6.90947 -12.04382 -3.91318  0.435
H 7.61402 -12.02403 -5.48806  0.396
H 7.69893 -8.89647 -3.51725  0.393
H 6.53806 -10.15241 -3.04899  0.397
C 9.55279 -12.70216 -0.19920  0.771
O 10.51010 -12.79108 0.58278  -0.691
N 8.46909 -13.59893 -0.10036  -0.903
N 9.42971 -11.73930 -1.11218  -0.864
H 7.59007 -13.40531 -0.61283  0.432
H 8.36837 -13.98983 0.85159  0.414
H 8.67281 -11.76911 -1.81172  0.432
H 9.93675 -10.89316 -0.93154  0.412
C 7.94845 -15.80196 -3.63040  0.773
O 7.60191 -16.74584 -4.29315  -0.669
N 8.93331 -15.94135 -2.69482  -0.861
N 7.45673 -14.53891 -3.73628  -0.884
H 9.33817 -16.84621 -2.70889  0.401
H 9.45051 -15.14065 -2.33915  0.395
H 7.50860 -13.87002 -2.99031  0.420
H 6.77407 -14.35808 -4.48251  0.399

Atoms 1-2, force components in eV/Å:
F 0.4 0.6 0.4
C 0.9 -2.5 0.5

Its HOMO energy is -7.3 eV. For the HOMO-LUMO gap, the calculation gives 9.4 eV. The total energy is -1677.05395 Ha. Its total charge is -1. The LUMO energy is 2.130 eV. The calculation puts the max |F| at 3.27 eV Å⁻¹.